# 1
84
Properties=species:S:1:pos:R:3:forces:R:3 method="wB97M-V/def2-TZVPD" energy_ev=-62691.4649 lumo_ev=-4.6 homo_ev=-10.48 orbital_gap_ev=5.90 multiplicity=1 charge=+1
C 2.58228 -5.41978 -4.43097 -0.2 -0.4 -0.2
N 2.11277 -6.27046 -5.52958 0.2 0.4 0.1
C 1.39493 -5.57982 -6.55792 -0.5 0.0 0.1
C 0.03096 -5.03080 -6.12053 0.2 -0.4 -0.2
C -0.95967 -5.89021 -5.66260 0.0 0.6 -0.1
C -2.19780 -5.40022 -5.28312 0.2 -0.4 0.0
C -3.23043 -6.38155 -4.79254 -0.1 0.2 -0.7
O -3.44189 -6.53985 -3.64489 -0.2 0.0 1.0
O -3.90095 -7.02340 -5.75939 0.2 -0.2 -0.1
C -2.45422 -4.03610 -5.33789 0.5 -0.2 -0.2
C -1.45283 -3.21445 -5.79873 -0.8 0.1 0.4
N -0.26660 -3.72061 -6.16925 0.0 0.0 0.3
O 0.61770 -2.78138 -6.63346 0.0 0.0 -0.3
H 3.44807 -5.87644 -3.96782 0.1 -0.1 0.1
H 1.82383 -5.25378 -3.66272 0.0 0.2 0.1
H 2.90788 -4.46694 -4.84003 0.1 0.2 0.0
H 1.62033 -7.08648 -5.19737 0.1 -0.1 0.0
H 1.19702 -6.26934 -7.37626 -0.1 0.0 -0.1
H 1.99445 -4.77611 -6.97220 0.2 0.0 -0.1
H -0.75416 -6.94735 -5.61709 0.1 -0.1 0.0
H -3.41712 -6.96398 -6.59392 -0.3 0.1 -0.2
H -3.40274 -3.63093 -5.03376 -0.1 0.2 0.0
H -1.60531 -2.15017 -5.85742 0.4 0.2 -0.2
H 1.49235 -2.98217 -6.26504 0.0 0.0 0.2
F 3.09728 -1.96866 -2.75427 0.0 0.0 0.0
C 1.97281 -1.23401 -2.62948 -0.1 0.1 0.0
C 2.05363 0.05302 -2.13725 0.1 0.1 0.0
C 0.88862 0.79907 -2.01998 0.0 -0.1 -0.1
C -0.33465 0.25265 -2.38790 0.0 0.1 0.0
C -0.38996 -1.04369 -2.87326 0.0 0.0 -0.1
C 0.76926 -1.79710 -2.99973 -0.1 -0.1 -0.2
H 3.01429 0.45889 -1.85033 0.0 0.0 0.0
H 0.93626 1.80995 -1.63887 0.0 0.0 0.0
H -1.23973 0.83589 -2.29044 0.0 0.0 0.0
H -1.34332 -1.47791 -3.14931 0.0 0.0 0.1
H 0.74570 -2.81455 -3.37497 0.0 0.0 0.1
F -1.96565 0.38270 0.45705 0.1 -0.1 -0.1
C -1.44357 1.35891 1.23664 0.1 0.3 0.2
C -1.79785 2.67367 0.99954 -0.1 0.0 -0.2
C -1.25950 3.66758 1.80421 0.1 -0.1 0.0
C -0.37638 3.33997 2.82337 0.0 0.0 0.0
C -0.03123 2.01417 3.04220 -0.1 0.1 -0.1
C -0.57082 1.01267 2.24728 0.1 -0.2 0.0
H -2.48404 2.91430 0.19829 0.0 0.0 0.0
H -1.53200 4.70053 1.63442 0.0 0.0 0.0
H 0.04233 4.11651 3.44509 0.0 0.0 0.0
H 0.65941 1.75844 3.83368 0.0 0.0 0.0
H -0.31973 -0.02802 2.40669 0.0 0.0 0.0
F 2.27623 1.52975 5.63426 0.0 0.0 0.0
C 3.37969 1.18470 4.93355 0.3 -0.1 -0.2
C 3.87179 2.05710 3.98275 -0.2 0.3 0.0
C 5.00599 1.70104 3.26845 0.0 -0.1 0.1
C 5.62540 0.48125 3.50411 0.0 0.0 0.0
C 5.11143 -0.38263 4.46126 0.0 0.1 -0.1
C 3.98257 -0.03079 5.18701 -0.1 -0.1 0.2
H 3.37424 3.00253 3.80554 0.0 0.0 0.0
H 5.40624 2.37947 2.52724 0.0 0.0 0.0
H 6.50919 0.20586 2.94429 0.0 0.0 0.0
H 5.59114 -1.33405 4.64688 0.0 0.0 0.0
H 3.57238 -0.68669 5.94356 0.0 0.0 0.0
F 2.11634 5.23705 3.60281 0.1 0.0 0.0
C 2.12553 5.90067 4.78363 0.0 0.1 0.2
C 2.19024 5.17541 5.95539 0.0 -0.2 0.0
C 2.20636 5.86001 7.16204 0.0 0.1 -0.1
C 2.14807 7.24682 7.17901 0.0 0.0 0.0
C 2.07877 7.95356 5.98604 0.0 -0.1 0.1
C 2.07131 7.27909 4.77380 0.0 0.1 -0.2
H 2.22859 4.09396 5.92171 0.0 0.0 0.0
H 2.26433 5.30784 8.09007 0.0 0.0 0.0
H 2.15741 7.77645 8.12199 0.0 0.0 0.0
H 2.03072 9.03389 5.99768 0.0 0.0 0.0
H 2.02575 7.81034 3.83236 0.0 0.0 0.0
F -7.47220 3.30916 1.93764 0.0 0.0 0.0
C -6.76005 2.19945 1.66984 0.1 -0.1 0.0
C -7.12020 1.01037 2.27144 -0.1 0.0 0.1
C -6.38349 -0.13056 1.98900 0.1 0.1 -0.1
C -5.30112 -0.06758 1.12155 0.0 -0.1 0.0
C -4.95492 1.13941 0.53028 -0.2 0.0 0.1
C -5.69046 2.28442 0.80114 0.1 0.1 -0.1
H -7.96270 0.98516 2.94939 0.0 0.0 0.0
H -6.65532 -1.07088 2.44929 0.0 0.0 0.0
H -4.72565 -0.95884 0.90832 0.0 0.0 0.0
H -4.11077 1.18897 -0.13951 0.0 0.0 0.0
H -5.44291 3.23558 0.34804 0.0 0.0 0.0



# 2
11
Properties=species:S:1:pos:R:3:forces:R:3 method="wB97M-V/def2-TZVPD" energy_ev=-9804.6917 lumo_ev=-1.5 homo_ev=-9.84 orbital_gap_ev=8.37 multiplicity=1
C -0.70203 1.20158 0.07254 0.0 2.2 -1.3
C -1.91361 -0.56431 0.02394 -0.9 0.1 -1.2
C -0.48786 -1.06449 0.01251 -2.0 -1.6 0.1
C 0.25498 0.02164 0.01470 1.1 0.5 0.2
C 1.66541 0.17732 -0.04708 2.0 -0.3 0.2
C 2.88556 0.20961 -0.03219 -1.6 0.2 0.6
H -2.79589 -1.21265 -0.19238 0.8 0.4 0.6
H -0.36755 -2.16480 -0.04218 0.7 1.1 0.0
H 3.93063 0.31180 0.22943 -0.6 -0.1 -0.5
N -2.06505 0.71127 -0.00409 0.7 -0.7 0.8
O -0.40459 2.37303 -0.03518 -0.3 -1.8 0.6



# 3
75
Properties=species:S:1:pos:R:3:forces:R:3 method="wB97M-V/def2-TZVPD" energy_ev=-137091.4935 lumo_ev=-4.0 homo_ev=-9.90 orbital_gap_ev=5.92 multiplicity=1 charge=+1
Pt -0.23754 -0.34728 -0.23076 0.1 0.0 0.1
O -0.13363 -0.98534 1.82774 0.0 -0.1 0.0
N 0.91611 -1.81408 2.04458 0.0 0.0 0.0
C 0.81521 -2.67752 3.07801 0.0 0.0 0.0
C 1.81692 -3.57138 3.34880 0.0 -0.1 0.0
C 2.94601 -3.56987 2.53424 0.1 0.0 0.0
C 3.02822 -2.68104 1.48006 0.0 0.0 0.0
C 1.98694 -1.79279 1.23186 0.0 0.0 0.0
S 2.02702 -0.65858 -0.10919 0.0 0.0 0.0
H -0.10898 -2.61493 3.63187 0.0 0.0 0.0
H 1.69046 -4.30328 4.13724 0.0 0.0 0.0
H 3.73388 -4.28824 2.71868 0.0 0.0 0.0
H 3.88146 -2.66865 0.81585 0.0 0.0 0.0
C -0.45745 -0.08470 -4.52321 0.0 0.0 0.0
C 0.03921 1.19323 -4.73318 0.0 0.0 0.0
C 0.38030 1.98722 -3.65159 0.0 0.0 0.0
C 0.24796 1.48826 -2.35834 0.0 0.0 0.0
C -0.20482 0.18512 -2.15444 0.0 0.0 0.0
C -0.58209 -0.59380 -3.23431 0.0 0.0 0.0
C 0.43353 2.28500 -1.14450 0.0 0.0 0.0
C 0.89313 3.61414 -1.16021 0.0 0.0 0.0
C 0.95507 4.31369 0.00289 0.0 0.0 0.0
C 0.50306 3.72788 1.20323 0.0 0.0 0.0
C 0.48051 4.45463 2.41478 0.0 0.0 0.0
C -0.00865 3.88659 3.55361 0.0 0.0 0.0
C -0.50382 2.56932 3.51152 0.0 0.0 0.0
C -0.48254 1.83404 2.35768 0.0 0.0 0.0
C 0.04267 2.39151 1.17585 0.0 0.0 0.0
N 0.08106 1.68176 -0.00768 0.0 0.0 0.0
H -0.75187 -0.69402 -5.36780 0.0 0.0 0.0
H 0.14214 1.57731 -5.73848 0.0 0.0 0.0
H 0.73186 2.99520 -3.82402 0.0 0.0 0.0
H -0.98399 -1.58794 -3.09753 0.0 0.0 0.0
H 1.20129 4.05734 -2.09406 0.0 0.0 0.0
H 1.32620 5.33090 0.01800 0.0 0.0 0.0
H 0.85106 5.47176 2.41348 0.0 0.0 0.0
H -0.02764 4.44230 4.48073 0.0 0.0 0.0
H -0.90934 2.12607 4.41164 0.0 0.0 0.0
H -0.85520 0.82590 2.35664 0.0 0.0 0.0
C -3.74376 -1.23484 2.00219 0.0 0.0 0.0
As -3.73789 -0.59253 0.18802 0.0 0.0 0.0
C -5.04262 0.78630 0.00853 0.0 0.0 0.0
C -4.16203 -2.01037 -1.03307 0.0 0.0 0.0
O -2.27277 0.13581 -0.19124 0.0 0.0 -0.1
H -4.05155 -2.27831 2.04192 0.0 0.0 0.0
H -4.43424 -0.63147 2.58869 0.0 0.0 0.0
H -2.73615 -1.12514 2.40341 0.0 0.0 0.0
H -6.03480 0.39269 0.22588 0.0 0.0 0.0
H -5.00443 1.16474 -1.01073 0.0 0.0 0.0
H -4.79591 1.58332 0.70717 0.0 0.0 0.0
H -4.86363 -2.70125 -0.56778 0.0 0.0 0.0
H -3.24820 -2.53775 -1.29787 0.0 0.0 0.0
H -4.60780 -1.57975 -1.92755 0.0 0.0 0.0
O 2.71145 -6.50077 4.02225 0.0 0.1 0.0
S 1.39862 -7.14205 4.01509 0.0 0.0 0.0
O 0.31959 -6.22787 4.35631 0.0 0.1 0.0
O 1.32437 -8.45262 4.59306 0.0 0.0 0.0
C 1.21143 -7.37165 2.21764 0.0 0.0 0.0
N 1.77638 -8.41417 1.60804 0.0 0.0 0.1
C 1.76503 -8.41062 0.28493 0.0 0.0 0.0
C 1.23047 -7.36883 -0.47039 -0.1 0.0 0.0
C 0.64214 -6.35873 0.26305 0.1 0.0 0.0
N 0.61014 -6.36929 1.59109 0.0 0.0 0.0
C 0.10625 -5.07741 -0.25211 -0.1 0.0 -0.1
C 0.66249 -4.36992 -1.30956 0.1 0.0 0.0
C 0.40803 -3.01659 -1.41805 0.1 0.0 0.0
N -0.41215 -2.37563 -0.57309 -0.2 0.0 0.0
C -1.11204 -3.10980 0.31640 0.1 0.1 0.1
C -0.87814 -4.44321 0.50910 0.0 0.0 0.0
H 2.21496 -9.26798 -0.20390 0.0 0.0 0.0
H 1.26207 -7.38166 -1.55126 0.0 0.0 0.0
H 1.40434 -4.81520 -1.95835 0.0 0.0 0.0
H 0.94301 -2.40535 -2.12842 0.0 0.0 0.0
H -1.77471 -2.56491 0.97021 0.0 0.0 0.0
H -1.35261 -4.97663 1.32118 0.0 0.0 0.0



# 4
116
Properties=species:S:1:pos:R:3:forces:R:3 method="wB97M-V/def2-TZVPD" energy_ev=-122979.3904 lumo_ev="-4.9 / -4.8" homo_ev="-12.37 / -12.36" orbital_gap_ev="7.46 / 7.55" multiplicity=1 charge=+2
Co -0.42461 0.01875 -0.22370 1.0 0.9 -1.2
C 1.50639 -5.01838 -3.88131 0.0 -0.1 0.0
O 0.29647 -5.74592 -4.07626 0.0 0.2 -0.1
C -0.58305 -5.87639 -3.04731 0.1 -0.1 0.1
C -1.13570 -7.14319 -2.87620 0.0 -0.1 0.0
C -2.06976 -7.38590 -1.88743 0.0 0.0 0.0
C -2.48943 -6.34896 -1.06019 0.0 -0.1 0.0
C -1.96810 -5.08354 -1.24046 -0.1 0.0 0.0
C -1.00271 -4.83445 -2.21859 0.0 0.1 0.1
N -0.52699 -3.49808 -2.42211 -0.1 -0.1 -0.1
C -0.16995 -2.62938 -1.44567 0.2 -0.1 -0.4
N 0.09434 -3.14395 -0.24127 -0.3 -0.2 0.4
C 0.45135 -2.46153 0.94128 0.3 0.1 -0.3
C 0.48315 -1.08005 1.08879 -1.0 0.3 0.0
C 0.83815 -0.57497 2.34424 0.1 0.0 0.1
C 1.15922 -1.40987 3.39977 0.1 0.0 -0.1
C 1.13242 -2.79011 3.23595 0.1 0.0 0.1
C 0.77102 -3.31450 2.01137 0.2 0.1 0.0
O 0.67999 -4.63630 1.72775 0.0 -0.2 0.1
C 0.93293 -5.56442 2.78284 0.0 0.0 0.0
N -0.03904 -1.33701 -1.64625 -0.3 -0.1 0.4
C 0.04200 -0.81270 -2.96021 0.1 -0.2 0.1
C 1.04032 -1.21990 -3.84018 0.0 0.0 -0.1
C 1.14398 -0.67079 -5.11352 0.1 -0.1 0.0
C 0.24602 0.30336 -5.50913 0.0 0.1 0.0
C -0.74227 0.74340 -4.63443 0.1 0.1 -0.2
C -0.83192 0.20072 -3.36303 0.0 0.0 0.1
O -1.73235 0.61042 -2.42583 -0.1 0.2 0.0
C -2.79367 1.43884 -2.93429 0.0 0.0 0.2
H 2.26264 -5.51241 -4.48602 0.0 0.0 0.0
H 1.81968 -5.03707 -2.83433 0.0 0.0 0.0
H 1.40630 -3.98806 -4.22085 0.0 0.0 0.0
H -0.80301 -7.92721 -3.54579 0.0 0.0 0.1
H -2.46789 -8.38420 -1.75832 0.0 0.0 0.0
H -3.24505 -6.52111 -0.30398 0.1 0.0 0.0
H -2.33858 -4.25807 -0.64259 0.0 0.0 0.0
H -0.65272 -3.10458 -3.34219 0.0 0.1 0.0
H 0.01288 -4.14679 -0.14094 0.0 0.0 0.0
H 0.84212 0.49671 2.52145 -0.1 -0.1 0.0
H 1.40519 -0.99138 4.36755 0.0 0.0 0.0
H 1.37751 -3.43758 4.06615 0.0 0.0 0.0
H 1.96153 -5.48339 3.13590 0.0 0.0 0.0
H 0.77339 -6.55019 2.35963 0.0 0.0 0.0
H 0.24328 -5.40864 3.61357 0.0 0.0 0.0
H 1.73523 -1.98535 -3.51245 0.0 0.0 0.0
H 1.91840 -1.00756 -5.79226 0.0 0.0 0.1
H 0.31467 0.73955 -6.49728 0.0 0.0 0.0
H -1.42651 1.51822 -4.95341 0.1 -0.1 0.0
H -3.25360 0.96262 -3.80046 0.0 0.0 0.0
H -2.42177 2.42617 -3.20522 0.0 0.0 0.0
H -3.52552 1.53420 -2.14569 -0.1 0.0 0.3
C -5.45161 -0.70601 2.18940 0.0 0.0 -0.1
C -5.08154 -1.28051 0.84134 0.0 0.1 0.0
C -6.02514 -2.08023 0.19892 -0.1 0.0 0.0
C -5.77162 -2.69138 -1.01847 0.0 0.0 0.0
C -4.54501 -2.51260 -1.64278 0.0 0.0 0.0
C -3.59662 -1.70834 -1.03565 0.0 0.0 0.1
C -3.85263 -1.08398 0.19363 0.3 -0.3 -0.4
P -2.47820 -0.10660 0.85281 0.6 0.4 0.3
C -2.33085 -0.67941 2.58104 0.1 -0.2 0.0
C -2.30825 -2.07482 2.68388 -0.1 0.1 0.1
C -2.16393 -2.70155 3.90963 0.0 0.0 0.0
C -2.01550 -1.92830 5.05125 0.0 0.0 0.0
C -2.03119 -0.54699 4.95411 0.0 0.0 0.0
C -2.18572 0.10770 3.73351 -0.2 0.1 -0.1
C -2.26668 1.61425 3.72844 0.0 -0.1 0.0
C -2.95045 1.63853 0.69653 -0.4 -0.3 -0.3
C -4.26407 2.09983 0.67140 -0.1 0.0 0.1
C -4.54111 3.40547 0.29362 0.0 0.0 0.0
C -3.50306 4.22632 -0.12821 0.1 0.0 0.0
C -2.19696 3.75640 -0.12390 0.0 0.2 0.1
C -1.89706 2.47372 0.32884 0.2 0.4 -0.1
C -0.50860 1.98255 0.41561 -0.1 -1.8 0.7
H -6.42402 -0.21310 2.13603 0.0 0.0 0.0
H -4.72466 0.00835 2.56421 0.0 0.0 0.0
H -5.53557 -1.50705 2.92674 0.0 0.0 0.0
H -6.98839 -2.22614 0.67635 0.0 0.0 0.0
H -6.53047 -3.31227 -1.47768 0.0 0.0 0.0
H -4.33288 -2.99426 -2.58964 0.0 0.0 0.0
H -2.63346 -1.55435 -1.50947 -0.1 0.0 0.0
H -2.42800 -2.67602 1.78734 0.0 0.0 0.0
H -2.17638 -3.78295 3.97400 0.0 0.0 0.0
H -1.89872 -2.40090 6.01897 0.0 0.0 0.0
H -1.93042 0.04895 5.85485 0.0 0.0 -0.1
H -1.95723 2.01352 4.69327 0.0 0.0 0.0
H -3.29051 1.94839 3.54595 0.0 0.0 0.0
H -1.64053 2.06300 2.95930 0.0 0.0 0.0
H -5.08343 1.43968 0.92302 0.0 0.0 0.0
H -5.56045 3.77090 0.30238 0.0 0.0 0.0
H -3.71712 5.23360 -0.46570 0.0 0.0 0.0
H -1.38695 4.40323 -0.44538 -0.1 0.0 0.0
H -0.24959 1.58883 1.40308 0.0 0.9 0.3
H 0.24548 2.68021 0.06074 0.0 0.0 -0.2
C 5.09773 0.14026 0.27046 -0.1 -0.1 -0.1
N 4.43038 1.49516 0.55294 0.0 0.0 -0.1
C 4.77074 2.43430 -0.61577 -0.1 0.0 -0.1
N 4.36113 1.86399 -1.84770 0.0 0.0 -0.1
C 5.00821 0.57024 -2.06316 -0.2 0.0 0.2
N 4.68125 -0.36625 -0.98765 0.1 -0.1 -0.1
C 3.27653 -0.78643 -1.01511 -0.1 0.0 0.0
P 2.09735 0.63328 -0.79282 -0.2 0.0 0.2
C 2.94747 1.33848 0.71239 -0.3 0.0 0.0
C 2.90518 1.79743 -2.00837 -0.2 -0.1 0.0
H 4.82672 -0.53563 1.07920 -0.1 0.0 0.1
H 6.17204 0.31565 0.28181 0.0 0.1 0.0
H 4.82182 1.88373 1.41101 0.0 0.0 0.1
H 5.85023 2.57561 -0.59540 0.0 0.0 0.0
H 4.27072 3.38284 -0.43016 0.0 0.0 0.1
H 6.08835 0.71113 -2.10384 0.0 0.0 0.0
H 4.67807 0.15496 -3.01294 0.0 0.0 0.0
H 3.09073 -1.52102 -0.22774 0.0 0.0 0.0
H 3.07267 -1.26768 -1.97131 0.0 0.0 0.0
H 2.75495 0.67473 1.55402 0.1 0.0 0.0
H 2.51860 2.31508 0.94244 0.1 0.0 0.0
H 2.47839 2.79523 -1.88671 0.0 0.0 0.0
H 2.66757 1.46672 -3.02122 0.0 0.0 0.0